Computed, not measured: one molecule with the formula C18H20FN3O5S, with ωB97M-V with the def2-TZVPD basis set.

Each line ends with the Löwdin charge.
Positions of all 48 atoms, in Å:
C1 -3.810 -0.751 0.108  -0.03
N1 -2.404 -0.821 0.400  -0.15
C2 -1.547 0.202 0.253  -0.18
C3 -2.006 1.473 -0.428  -0.42
O1 -2.301 2.467 0.203  0.10
N2 -2.070 1.392 -1.772  -0.04
C4 -1.626 0.259 -2.559  -0.11
C5 -0.568 0.700 -3.582  -0.04
C6 0.189 1.936 -3.055  -0.50
C7 -0.781 3.116 -2.900  -0.03
C8 -2.187 2.617 -2.537  -0.11
O2 0.808 1.666 -1.815  -0.05
C9 2.077 1.117 -2.090  -0.14
C10 2.402 1.611 -3.517  -0.14
O3 1.237 2.296 -3.929  -0.04
C11 -0.275 0.163 0.751  0.03
C12 0.196 -0.937 1.513  -0.27
C13 1.434 -0.817 2.297  -0.16
C14 2.145 -1.975 2.615  0.00
C15 3.317 -1.907 3.341  0.01
C16 3.769 -0.666 3.757  -0.27
F1 4.913 -0.588 4.463  0.07
C17 3.076 0.498 3.472  0.00
C18 1.907 0.418 2.740  -0.01
N3 -0.443 -2.069 1.590  0.00
S1 -1.625 -2.354 0.536  0.63
O4 -1.079 -2.598 -0.768  -0.26
O5 -2.585 -3.271 1.045  -0.27
H1 -4.237 0.160 0.525  0.11
H2 -4.258 -1.627 0.574  0.09
H3 -3.997 -0.785 -0.969  0.10
H4 -2.490 -0.161 -3.090  0.13
H5 -1.220 -0.517 -1.909  0.10
H6 0.131 -0.115 -3.764  0.13
H7 -1.019 0.978 -4.535  0.13
H8 -0.392 3.756 -2.109  0.13
H9 -0.788 3.675 -3.835  0.13
H10 -2.777 2.407 -3.432  0.13
H11 -2.707 3.353 -1.924  0.13
H12 2.775 1.493 -1.340  0.13
H13 2.045 0.022 -2.037  0.13
H14 2.618 0.777 -4.194  0.12
H15 3.233 2.319 -3.540  0.12
H16 0.356 1.020 0.587  0.11
H17 1.756 -2.921 2.276  0.12
H18 3.880 -2.793 3.588  0.12
H19 3.453 1.444 3.828  0.12
H20 1.350 1.319 2.536  0.12

Output
Lowest unoccupied orbital energy ... -0.46 eV
SMILES ... CN1C(C(=O)N2CCC3(CC2)OCCO3)=CC(c2ccc(F)cc2)=NS1(=O)=O
Orbital gap ... 8.71 eV


Computed, not measured: C34H39CrF3N7Se as an isolated structure, with ωB97M-V with the def2-TZVPD basis set.

Each line ends with the Löwdin spin population.
Positions of all 85 atoms, in Å:
Cr1 -0.146 -0.191 -0.299  3.30
C1 0.487 1.560 -2.783  -0.04
C2 -0.546 1.511 -3.653  -0.03
C3 -1.018 0.130 -3.730  -0.11
C4 -0.261 -0.663 -2.910  0.00
C5 0.746 0.193 -2.254  -0.16
C6 2.213 -0.234 -2.309  -0.01
C7 -0.341 -2.166 -2.817  0.01
C8 -2.118 -0.294 -4.645  -0.02
C9 -1.124 2.634 -4.455  0.00
C10 1.304 2.766 -2.432  -0.01
H1 2.423 -0.706 -3.272  -0.01
H2 2.505 -0.937 -1.533  0.00
H3 2.869 0.634 -2.242  0.00
H4 -1.250 -2.537 -3.288  0.00
H5 -0.331 -2.548 -1.792  0.00
H6 0.495 -2.641 -3.339  0.00
H7 -1.740 -0.386 -5.667  -0.01
H8 -2.917 0.449 -4.674  0.00
H9 -2.547 -1.256 -4.370  0.00
H10 -0.944 2.476 -5.521  0.00
H11 -0.681 3.592 -4.188  0.00
H12 -2.206 2.714 -4.330  0.00
H13 2.089 2.943 -3.171  0.00
H14 1.791 2.661 -1.461  0.00
H15 0.693 3.669 -2.403  0.00
Se1 -0.154 3.246 6.556  0.00
N1 -1.363 2.270 5.714  0.00
C11 -0.824 1.878 4.587  0.00
C12 -1.498 1.015 3.625  0.00
C13 -2.768 0.477 3.839  0.00
C14 -3.294 -0.387 2.904  0.00
C15 -2.543 -0.693 1.775  0.01
N2 -1.343 -0.170 1.542  0.02
C16 -0.824 0.680 2.452  0.00
C17 0.517 1.202 2.166  0.01
N3 1.066 0.880 0.968  -0.01
C18 2.332 1.223 0.739  0.01
C19 3.099 1.928 1.657  0.00
C20 2.531 2.317 2.848  0.01
C21 1.210 1.950 3.116  0.00
C22 0.520 2.314 4.347  0.00
N4 1.059 3.055 5.283  0.00
H16 -3.310 0.739 4.738  0.00
H17 -4.267 -0.838 3.039  0.00
H18 -2.920 -1.393 1.039  0.00
H19 2.744 0.934 -0.216  0.00
H20 4.122 2.177 1.413  0.00
H21 3.079 2.890 3.585  0.00
F1 -5.267 4.435 -1.059  0.00
C23 -4.802 3.693 -2.068  0.00
F2 -4.345 4.521 -3.014  0.00
F3 -5.814 2.992 -2.577  0.00
C24 -3.680 2.791 -1.591  0.01
C25 -3.769 1.415 -1.702  0.00
C26 -2.687 0.658 -1.291  0.01
N5 -1.566 1.201 -0.802  -0.01
C27 -1.509 2.531 -0.666  0.01
C28 -2.539 3.362 -1.047  0.00
H22 -4.653 0.940 -2.103  0.00
H23 -2.724 -0.422 -1.368  0.00
H24 -0.591 2.936 -0.258  0.00
H25 -2.446 4.434 -0.938  0.00
C29 4.589 -3.951 1.623  0.00
C30 3.154 -4.457 1.670  0.00
N6 2.174 -3.359 1.666  0.01
C31 1.854 -2.822 2.990  0.00
C32 0.630 -3.487 3.607  0.00
C33 1.631 -2.875 0.547  0.01
C34 2.042 -3.502 -0.750  0.00
N7 0.695 -1.942 0.561  0.01
H26 5.279 -4.793 1.628  0.00
H27 4.817 -3.326 2.487  0.00
H28 4.773 -3.366 0.721  0.00
H29 2.986 -5.027 2.583  0.00
H30 2.955 -5.133 0.843  0.00
H31 1.722 -1.739 2.928  0.00
H32 2.731 -2.979 3.618  0.00
H33 -0.262 -3.318 3.001  0.00
H34 0.450 -3.091 4.606  0.00
H35 0.777 -4.563 3.694  0.00
H36 1.766 -4.557 -0.739  0.00
H37 3.116 -3.439 -0.916  0.00
H38 1.520 -3.034 -1.572  0.00
H39 0.381 -1.793 1.514  0.00

Output
Lowest unoccupied orbital energy (alpha / beta) ... -6.48 / -6.31 eV
Multiplicity ... 4
Net charge ... +2
Orbital gap (alpha / beta) ... 6.35 / 6.58 eV


Computed, not measured: a 2-piece molecular cluster, C4H14NO2 overall, with ωB97M-V with the def2-TZVPD basis set.

Each line ends with the Löwdin charge.
Positions of all 21 atoms, in Å:
O1 -0.123 2.182 1.091  -0.05
C1 0.936 1.226 0.980  -0.20
C2 0.322 -0.154 0.937  -0.33
N1 -0.648 -0.159 -0.200  0.02
C3 -1.703 -1.211 -0.084  0.03
C4 1.345 -1.271 0.825  -0.01
H1 -0.150 2.522 1.997  0.11
H2 1.663 1.308 1.794  0.14
H3 1.480 1.487 0.077  0.13
H4 -0.280 -0.253 1.834  0.16
H5 -1.087 0.767 -0.158  0.16
H6 -0.159 -0.261 -1.110  0.11
H7 -2.104 -1.414 -1.067  0.10
H8 -2.475 -0.847 0.578  0.11
H9 -1.255 -2.116 0.296  0.09
H10 1.958 -1.287 1.716  0.10
H11 0.906 -2.248 0.622  0.09
H12 2.035 -1.030 0.015  0.10
H13 0.321 -1.129 -3.446  0.08
H14 -0.104 0.374 -3.429  0.09
O2 -0.037 -0.434 -2.884  -0.04

Output
Lowest unoccupied orbital energy ... -2.81 eV
Net charge ... +1
Orbital gap ... 12.09 eV


Computed, not measured: a 2-piece molecular cluster, C3H11N3 overall, with ωB97M-V with the def2-TZVPD basis set.

Each line ends with the Löwdin charge.
Positions of all 17 atoms, in Å:
C1 -3.538 1.704 -0.655  -0.10
N1 -2.331 1.354 -0.710  -0.08
C2 -1.581 1.895 -1.844  -0.15
H1 -4.160 1.384 0.182  0.06
H2 -4.043 2.324 -1.392  0.07
H3 -1.841 1.461 -2.808  0.08
H4 -0.527 1.771 -1.642  0.05
H5 -1.747 2.972 -1.882  0.07
N2 1.982 -0.333 1.272  -0.02
C3 1.773 -1.747 1.042  -0.40
N3 2.942 -2.551 0.839  0.00
H6 2.858 -0.149 1.740  0.05
H7 1.964 0.197 0.415  0.05
H8 1.151 -2.144 1.840  0.10
H9 1.096 -1.809 0.182  0.10
H10 3.432 -2.409 -0.021  0.06
H11 3.267 -3.142 1.577  0.06

Output
Lowest unoccupied orbital energy ... 1.09 eV
SMILES ... C=NC.NCN
Orbital gap ... 9.60 eV


Computed, not measured: a 2-piece molecular cluster, C3H9N3O2 overall, with ωB97M-V with the def2-TZVPD basis set.

Each line ends with the Löwdin charge.
Positions of all 17 atoms, in Å:
N1 1.490 2.799 0.018  0.11
C1 0.778 1.599 -0.153  -0.79
O1 1.398 0.541 0.022  -0.04
O2 -0.455 1.744 -0.457  -0.09
H1 2.488 2.659 -0.032  0.08
H2 1.189 3.559 -0.575  0.08
C2 -1.116 -1.370 0.755  -0.11
C3 -0.536 -2.157 -0.154  -0.22
N2 0.649 -2.846 -0.072  0.07
N3 -1.946 -0.303 0.197  0.12
H3 -0.771 -1.170 1.755  0.12
H4 -1.009 -2.192 -1.139  0.12
H5 0.833 -3.373 -0.908  0.08
H6 1.446 -2.275 0.170  0.09
H7 -1.336 0.592 -0.096  0.08
H8 -2.681 0.022 0.821  0.15
H9 -2.366 -0.632 -0.672  0.14

Output
Lowest unoccupied orbital energy ... 0.50 eV
Orbital gap ... 8.96 eV


no.,E_tot (eV)
1,-47250.51009
2,-148230.87885
3,-9954.21410
4,-7758.21243
5,-11821.92561